(1)
A cluster of 2 separate species, C9H17BrO3 in total in a non-equilibrium geometry. Source: the OMol25 dataset; level of theory: ωB97M-V with the def2-TZVPD basis set.

Properties
Calculated total energy ... -85788.375 eV
F_max ... 4.5 eV Å⁻¹
Relative energy (zero: lowest compared OMol25 entry of this formula, charge and spin) ... 4.933 eV
LUMO (alpha / beta) ... 0.6 / -1.1 eV
Charge ... 0

Geometry as XYZ:
```
30
Properties=species:S:1:pos:R:3:nbo_charge:R:1
C 0.39586 1.35865 -0.65512 -0.15
C 1.26532 1.09235 0.31327 -0.34
C -3.55075 -0.31515 1.29211 -0.62
C -1.02794 -1.26019 0.45607 -0.64
C -1.01580 1.27473 -0.22688 -0.46
C -3.08094 -0.17709 -0.19637 -0.42
C 3.91220 -1.61770 -0.38548 -0.55
C 2.69931 1.15666 0.05828 0.66
C -1.61695 -0.14077 -0.46671 0.28
O 3.49011 1.15659 1.09660 -0.66
O 3.29032 1.40323 -1.12845 -0.68
O -1.27734 -0.33451 -1.81759 -0.74
Br 5.60306 -0.59478 -0.25045 -0.05
H 0.60572 1.57815 -1.71011 0.20
H 0.83512 1.01279 1.28855 0.23
H -4.60916 -0.28848 1.47819 0.22
H -3.20448 -1.26871 1.75539 0.20
H -3.24086 0.38243 1.98359 0.20
H -1.61769 -2.19027 0.37914 0.21
H -1.05056 -0.78709 1.40527 0.21
H -0.01520 -1.45658 0.32182 0.22
H -1.29214 1.66787 0.70709 0.22
H -1.69611 1.85249 -0.97227 0.21
H -3.47943 -1.02685 -0.77273 0.21
H -3.51269 0.79217 -0.53538 0.21
H 3.48620 -1.68765 0.65971 0.18
H 4.20849 -2.65130 -0.84113 0.19
H 4.33545 0.87351 0.89706 0.49
H 2.70769 1.39110 -1.92878 0.51
H -1.54680 -1.19559 -2.20466 0.48
```

***

(2)
An isolated molecule of C9H17ClN2OSi in a non-equilibrium geometry. Source: the OMol25 dataset; level of theory: ωB97M-V with the def2-TZVPD basis set.

Properties
Calculated total energy ... -35034.864 eV
F_max ... 4.8 eV Å⁻¹
Relative energy (zero: lowest compared OMol25 entry of this formula, charge and spin) ... 0.000 eV
LUMO ... 0.6 eV
Charge ... 0

Geometry as XYZ:
```
31
Properties=species:S:1:pos:R:3:nbo_charge:R:1
C 1.69113 -1.14135 -1.15555 0.25
C 1.72368 1.58904 0.01646 0.66
C 3.87655 1.20479 1.09530 -0.42
C 1.92815 0.02511 1.94010 -0.43
C -2.92948 0.13662 -1.43199 -1.10
C -1.32621 -2.33868 -2.62977 -1.10
C -1.40890 -2.03096 0.55365 -1.01
C 0.35586 1.09528 -0.27961 -0.54
C 0.28263 -0.02607 -1.39765 -0.45
N 2.70876 -1.65027 -1.02877 -0.37
N 2.40015 1.14594 1.11370 -0.44
O 2.14675 2.53782 -0.64399 -0.61
Si -1.42488 -1.03205 -1.25014 1.59
Cl 0.47152 0.80235 -2.88945 0.06
H 4.06364 1.12275 2.21907 0.19
H 4.13623 0.17390 0.57266 0.22
H 4.22398 2.15530 0.63835 0.25
H 2.62139 -0.05939 2.77019 0.21
H 0.90607 0.24292 2.39305 0.20
H 1.81103 -0.95643 1.45225 0.21
H -3.77946 -0.28856 -0.98981 0.24
H -2.72528 1.06496 -0.98398 0.24
H -3.08549 0.47103 -2.51766 0.25
H -0.31331 -2.53415 -2.69992 0.24
H -1.95998 -3.19007 -2.33771 0.24
H -1.53577 -1.97786 -3.60986 0.25
H -1.73527 -3.00288 0.38837 0.23
H -0.36780 -2.00957 0.83735 0.23
H -2.03421 -1.49673 1.26220 0.23
H -0.16405 1.99962 -0.74073 0.27
H -0.13400 0.82138 0.62612 0.23
```

***

(3)
A structure of composition C9H17N2O in a non-equilibrium geometry. Source: the OMol25 dataset; level of theory: ωB97M-V with the def2-TZVPD basis set.

Properties
Calculated total energy ... -14624.998 eV
F_max ... 4.3 eV Å⁻¹
Relative energy (zero: lowest compared OMol25 entry of this formula, charge and spin) ... 4.873 eV
LUMO ... -5.4 eV
Charge ... +1

Geometry as XYZ:
```
29
Properties=species:S:1:pos:R:3:nbo_charge:R:1
C -0.06018 -1.88255 1.21393 0.07
C 0.02883 -1.84975 2.71014 0.63
C -1.85338 1.34839 0.99440 -0.61
C -2.08191 -0.58890 -0.47752 -0.61
C 2.62886 0.18965 -0.69782 -0.61
C 0.95889 0.75492 -2.50393 -0.62
C -1.31072 0.63795 -0.20864 -0.33
C 1.23474 0.05043 -1.24427 -0.27
C 0.18640 0.52459 -0.20763 0.19
N 0.67138 -0.60385 2.53248 -0.52
N 0.46495 -0.72959 1.10060 -0.10
O -0.33638 -2.50034 3.65069 -0.39
H -0.28114 -2.71345 0.52703 0.27
H -2.64154 1.92195 0.55139 0.24
H -1.12005 1.97177 1.60562 0.22
H -2.27786 0.74328 1.70588 0.22
H -2.15570 -1.26764 0.38500 0.20
H -3.09255 -0.28260 -0.75535 0.25
H -1.69361 -1.13944 -1.33982 0.22
H 2.86498 1.25860 -0.45321 0.22
H 3.32366 -0.35935 -1.37617 0.25
H 2.59601 -0.28446 0.23706 0.20
H 1.83992 0.72834 -3.17420 0.25
H 0.83050 1.79442 -2.30383 0.21
H 0.08870 0.34793 -3.06781 0.23
H -1.60788 1.30213 -1.03549 0.28
H 0.98559 -1.07841 -1.57549 0.21
H 0.67846 1.48381 0.19208 0.23
H 1.13105 0.22215 3.01490 0.46
```

***

(4)
The ion C9H17N2O3 with charge +1 in a non-equilibrium geometry. Source: the OMol25 dataset; level of theory: ωB97M-V with the def2-TZVPD basis set.

Properties
Calculated total energy ... -18724.036 eV
F_max ... 1.3 eV Å⁻¹
Relative energy (zero: lowest compared OMol25 entry of this formula, charge and spin) ... 0.838 eV
LUMO (alpha / beta) ... -4.3 / -4.3 eV
Charge ... +1

Geometry as XYZ:
```
31
Properties=species:S:1:pos:R:3:nbo_charge:R:1
C 0.67018 1.97686 0.42697 0.72
C -1.44257 1.49510 -0.35857 0.68
C 1.02828 0.55406 0.00199 0.39
C -1.60898 0.42985 0.53905 -0.16
C -1.34278 0.36090 2.00462 -0.65
C 2.28981 0.60343 -2.09994 -0.59
C 2.42512 -1.33317 0.80049 -0.43
C -2.36200 -1.81873 -0.27533 -0.41
C 0.98095 0.14946 -1.42806 -0.50
N 1.70920 -0.09218 0.90714 -0.46
N -2.70681 -0.41943 0.03174 -0.53
O 1.42493 2.57701 1.13942 -0.51
O -2.03910 1.54366 -1.42877 -0.66
O -0.47342 2.44782 -0.03100 -0.46
H -0.75347 1.21503 2.32662 0.24
H -0.80197 -0.54890 2.27505 0.21
H -2.27446 0.37635 2.57342 0.23
H 3.15450 0.14772 -1.62821 0.21
H 2.39439 1.68331 -2.04924 0.23
H 2.26783 0.30934 -3.14394 0.25
H 2.23294 -1.94096 1.68400 0.24
H 2.14092 -1.88526 -0.09082 0.23
H 3.49848 -1.13245 0.76287 0.24
H -3.23724 -2.34472 -0.65003 0.23
H -1.58794 -1.83841 -1.03821 0.22
H -2.00287 -2.32116 0.62021 0.22
H 0.88580 -0.93378 -1.52301 0.23
H 0.14667 0.62136 -1.94635 0.27
H 1.84710 0.40469 1.78761 0.44
H -3.51423 -0.39650 0.66481 0.42
H -2.94926 0.10967 -0.85453 0.48
```